Arrangement A

Computed, not measured: one molecule with the formula C3H6O, with ωB97M-V with the def2-TZVPD basis set.

Values from the calculation:
SMILES = C/C=C/O
LUMO energy = 1.041 eV
HOMO level = -0.322 Ha
total charge = 0
molar mass = 58.080 g mol⁻¹

XYZ file:
```
10
Properties=species:S:1:pos:R:3:lowdin_charge:R:1
C -0.81 -1.68 -0.21 -0.119
C -0.39 -0.24 -0.48 -0.160
C 0.42 0.39 0.35 -0.230
O 0.84 1.69 0.35 -0.005
H -1.79 -1.66 0.25 0.065
H -0.85 -2.24 -1.14 0.066
H -0.16 -2.20 0.51 0.069
H -0.67 0.03 -1.49 0.097
H 0.89 -0.12 1.18 0.120
H 0.58 2.12 -0.47 0.097
```



Arrangement B

Computed, not measured: a 2-piece molecular cluster, C3H6O overall, with ωB97M-V with the def2-TZVPD basis set.

Values from the calculation:
SMILES = C=C.C=O
LUMO energy = 0.791 eV
HOMO level = -0.360 Ha
total charge = 0
molar mass = 58.080 g mol⁻¹

XYZ file:
```
10
Properties=species:S:1:pos:R:3:lowdin_charge:R:1
C 1.47 0.05 -0.34 -0.070
C 1.22 -0.83 0.61 -0.076
H 0.71 0.37 -1.03 0.036
H 2.31 0.59 -0.14 0.012
H 1.91 -1.18 1.32 0.026
H 0.21 -1.36 0.78 0.067
C -1.95 0.62 -0.33 -0.140
O -1.48 -0.16 0.43 -0.038
H -1.96 1.71 -0.07 0.100
H -2.43 0.19 -1.21 0.082
```



Arrangement C

Computed, not measured: C3H6O as an isolated structure, with ωB97M-V with the def2-TZVPD basis set.

Values from the calculation:
LUMO energy = -0.189 eV
HOMO level = -0.329 Ha
total charge = 0
molar mass = 58.080 g mol⁻¹

XYZ file:
```
10
Properties=species:S:1:pos:R:3:lowdin_charge:R:1
C 1.78 0.77 0.27 0.067
C 1.12 -0.10 -0.57 -0.035
C 0.21 -0.32 0.51 -0.343
O -0.54 0.53 1.10 -0.099
H 1.45 1.63 0.75 0.077
H -0.24 -1.31 0.68 0.129
H 2.78 0.51 0.48 0.071
H -3.88 -0.82 -0.61 0.002
H -4.19 -0.31 -1.12 0.004
H 1.50 -0.60 -1.50 0.126
```



Relative energies, unit kJ/mol: arrangement A 0.0; arrangement B 144.4; arrangement C 421.6